A structure of composition C2H2LiO2Sn, computed with ωB97M-V/def2-TZVPD.

```
! RIJCOSX wB97M-V def2-TZVPD def2/J DEFGRID3
* xyz 2 2
H -0.0890 2.0862 -1.7181
O 0.8226 -1.0780 0.6182
C -0.0151 -0.2050 0.9916
C -0.8194 0.5711 0.1423
O -0.6306 0.4431 -1.1332
Li 2.0065 -1.7148 2.0167
Sn 0.2764 -1.3861 -1.4503
H -1.5514 1.2835 0.5328
*
```

Summary:
electronic energy: -448.8669 Eh

***

An isolated molecule of C2H2N2, computed with ωB97M-V/def2-TZVPD.

```
! RIJCOSX wB97M-V def2-TZVPD def2/J DEFGRID3
* xyz 0 1
C -0.2058 -0.7945 0.1416
C -0.1431 0.7594 0.0912
N 1.1592 0.6941 0.0348
N 1.1181 -0.8453 0.1422
H -1.0216 -1.4355 -0.2944
H -0.9068 1.6219 -0.1154
*
```

Summary:
SMILES: C1=CN=N1
energy relative to the best compared isomer or geometry (same formula, charge and spin): 3.583 eV

***

An isolated molecule of C2H2N2O, computed with ωB97M-V/def2-TZVPD.

```
! RIJCOSX wB97M-V def2-TZVPD def2/J DEFGRID3
* xyz 0 1
C 1.0078 -0.5844 -0.0111
C 0.8232 0.7240 -0.0466
O -0.5207 0.9970 0.0195
N -1.1611 -0.2071 -0.0206
N -0.2927 -1.1169 0.0238
H 1.9055 -1.1448 0.0380
H 1.4507 1.5994 0.1296
*
```

Summary:
SMILES: c1conn1
energy relative to the best compared isomer or geometry (same formula, charge and spin): 2.071 eV

***

A structure of composition C2H2N2O, computed with ωB97M-V/def2-TZVPD.

```
! RIJCOSX wB97M-V def2-TZVPD def2/J DEFGRID3
* xyz 0 1
C 0.0750 -1.3539 -1.3010
C 0.3245 -0.0878 -0.9360
N -0.4066 -2.4202 -1.4318
N 0.4723 0.8415 -0.2491
O 0.6377 1.8656 0.2367
H -0.4783 0.6922 2.2311
H -0.6245 0.4626 1.4501
*
```

Summary:
energy relative to the best compared isomer or geometry (same formula, charge and spin): 4.923 eV

***

A cluster of 2 separate species, C2H2N2O in total, computed with ωB97M-V/def2-TZVPD.

```
! RIJCOSX wB97M-V def2-TZVPD def2/J DEFGRID3
* xyz 0 1
C -0.0058 -0.9234 -0.3914
C 0.9695 -0.2591 0.0209
O 2.0188 0.5197 0.3093
H -0.4463 -1.7495 -0.8169
H 1.5329 1.5263 0.2986
N -1.7808 -0.0047 0.4943
N -2.2883 0.8907 0.0852
*
```

Summary:
SMILES: C#CO.N#N
energy relative to the best compared isomer or geometry (same formula, charge and spin): 3.031 eV

***

An isolated molecule of C2H2N2O, computed with ωB97M-V/def2-TZVPD.

```
! RIJCOSX wB97M-V def2-TZVPD def2/J DEFGRID3
* xyz 0 1
O 0.7265 2.1981 0.3396
C -0.2240 1.4533 0.2809
C -0.0683 0.0592 0.5816
N 0.4254 -0.9632 0.2532
N 0.7109 -2.1299 -0.0441
H -1.2573 1.7796 0.0684
H -0.2172 -2.4757 -0.3197
*
```

Summary:
energy relative to the best compared isomer or geometry (same formula, charge and spin): 3.435 eV

***

An isolated molecule of C2H2N2O, computed with ωB97M-V/def2-TZVPD.

```
! RIJCOSX wB97M-V def2-TZVPD def2/J DEFGRID3
* xyz 0 1
N 2.1373 0.0415 -0.2225
C 1.0031 -0.2105 0.3988
C -0.5353 -0.1839 0.0173
N -0.9319 1.1646 0.0219
O -1.1292 -1.1600 -0.1000
H -0.2734 2.0329 -0.2059
H -1.9378 1.1713 -0.0862
*
```

Summary:
SMILES: N#CC(N)=O
energy relative to the best compared isomer or geometry (same formula, charge and spin): 2.266 eV

***

An isolated molecule of C2H2N2O2, computed with ωB97M-V/def2-TZVPD.

```
! RIJCOSX wB97M-V def2-TZVPD def2/J DEFGRID3
* xyz 0 1
H -0.7518 1.8938 1.1370
N 0.3167 1.4750 1.1581
N 0.5292 0.7431 0.2581
C 0.5070 -0.0553 -0.9733
O 0.9489 0.3060 -1.9840
C -0.3823 -1.3011 -0.2724
O -1.1499 -0.7684 0.4135
H -0.0177 -2.2932 0.2630
*
```

Summary:
SMILES: [H]/N=N\C(=O)C=O
energy relative to the best compared isomer or geometry (same formula, charge and spin): 5.761 eV